135
Properties=species:S:1:pos:R:3:forces:R:3 method="wB97M-V/def2-TZVPD" total_charge=0 lumo_ev=0.25 homo_lumo_gap_ev=7.5 energy_ev=-91971.3963
C 6.530 0.747 -3.203 -0.56 -0.50 0.43
C 5.248 -0.081 -3.295 0.56 0.40 -1.83
C 5.383 -1.529 -3.834 0.09 -0.26 1.77
O 4.936 -2.297 -2.699 -0.93 -0.16 -0.03
C 4.246 -1.493 -1.854 1.16 -0.53 0.71
O 3.571 -1.866 -0.954 -0.52 -0.20 0.02
O 4.598 -0.218 -2.046 -0.30 0.57 -0.39
H 6.257 1.729 -2.818 0.19 0.02 0.08
H 6.982 0.862 -4.187 -0.06 -0.05 -0.06
H 7.248 0.270 -2.536 0.05 0.07 0.05
H 4.581 0.410 -4.010 -0.19 0.27 0.39
H 6.410 -1.875 -3.950 -0.08 0.29 -0.75
H 4.680 -1.754 -4.636 0.49 0.15 -0.35
C 0.326 1.660 0.020 -0.07 1.45 -0.29
C 0.140 0.165 -0.040 0.80 -0.23 0.43
C 0.736 -0.706 1.079 1.40 0.89 -0.05
O -0.281 -1.636 1.381 -0.12 -0.84 0.67
C -1.402 -1.356 0.742 0.52 1.11 -0.70
O -2.393 -2.025 0.751 -0.38 -0.02 0.15
O -1.253 -0.197 0.039 -0.43 -0.39 -0.33
H -0.410 2.182 0.632 -0.31 -0.36 -0.04
H 0.325 2.115 -0.976 -0.69 -0.26 -0.13
H 1.259 2.134 0.338 0.41 -1.19 0.53
H 0.568 -0.165 -0.991 -0.40 -0.29 -0.11
H 1.071 -0.135 1.948 -0.68 0.02 0.23
H 1.638 -1.244 0.779 -0.23 -0.15 -0.30
C -4.682 0.527 2.669 -1.30 0.22 -0.96
C -3.794 1.691 3.042 -1.30 -1.18 1.88
C -3.851 1.942 4.580 0.59 1.12 -0.33
O -2.465 2.209 4.893 0.10 0.18 0.39
C -1.696 1.686 3.930 1.04 -0.91 0.67
O -0.515 1.464 3.980 -0.46 0.83 0.23
O -2.436 1.307 2.913 -0.42 -0.01 -2.10
H -5.720 0.841 2.491 0.04 0.53 0.52
H -4.767 -0.239 3.436 0.57 -0.27 -0.21
H -4.492 0.159 1.657 0.78 -0.40 0.30
H -4.118 2.572 2.489 0.83 0.20 -0.26
H -4.176 1.107 5.199 -0.08 -0.17 -0.29
H -4.377 2.854 4.855 -0.27 -0.16 -0.04
C 5.170 3.560 -5.003 -0.58 -0.59 -1.06
C 4.345 4.569 -4.235 1.51 0.00 -0.25
C 2.895 4.768 -4.668 -0.07 -0.04 0.25
O 2.180 4.361 -3.501 -0.92 1.13 -0.30
C 2.995 4.117 -2.475 -0.48 -2.52 0.09
O 2.598 3.655 -1.440 0.50 1.01 0.08
O 4.264 4.106 -2.888 0.16 0.71 0.57
H 6.127 3.200 -4.630 -0.03 0.70 0.64
H 5.371 3.935 -6.010 -0.15 -0.02 -0.03
H 4.563 2.653 -5.093 -0.01 0.02 -0.19
H 4.814 5.557 -4.232 0.23 -0.19 0.15
H 2.484 4.179 -5.488 0.48 -0.11 -0.10
H 2.773 5.828 -4.896 -0.54 -0.07 0.17
C -3.350 -5.467 0.857 -0.33 -0.77 -1.34
C -2.142 -5.807 1.704 -1.39 0.70 0.88
C -1.515 -7.187 1.606 0.64 0.19 0.17
O -0.165 -6.896 1.201 0.34 -0.05 -0.41
C 0.042 -5.569 1.162 -0.02 0.34 0.32
O 1.087 -5.008 0.998 -0.12 -0.86 -0.44
O -1.092 -4.903 1.396 0.27 0.03 -0.20
H -3.307 -4.442 0.493 -0.07 0.17 0.51
H -4.317 -5.699 1.302 0.17 0.31 0.48
H -3.398 -6.058 -0.067 0.41 -0.06 0.01
H -2.409 -5.595 2.746 0.08 -0.16 -0.01
H -1.993 -7.841 0.879 0.10 -0.02 0.03
H -1.418 -7.646 2.589 -0.33 -0.25 -0.17
C -0.400 5.365 0.208 1.25 -0.38 1.63
C -1.587 5.453 0.946 -1.86 0.55 -0.11
C -1.477 4.759 2.119 0.02 0.05 -0.18
N -0.201 4.281 2.186 -0.53 0.65 0.21
C 0.472 4.718 1.081 0.55 -0.74 -0.69
H -0.147 5.731 -0.769 -0.06 0.16 0.01
H -2.470 6.036 0.715 0.00 -0.28 -0.33
H -2.211 4.553 2.881 0.10 0.15 0.10
H 0.111 3.819 3.026 0.61 -0.19 -0.39
H 1.500 4.421 0.945 -0.03 0.06 -0.11
C -5.969 -4.066 -1.920 -0.10 0.95 -0.45
C -7.321 -3.637 -2.038 0.01 -0.20 -0.43
C -7.438 -2.417 -1.446 -0.11 0.80 0.25
N -6.212 -2.060 -0.941 0.53 -1.13 -0.71
C -5.304 -3.043 -1.282 0.03 0.05 0.58
H -5.575 -4.881 -2.505 0.30 -0.20 0.47
H -8.064 -4.132 -2.643 -0.18 -0.01 0.26
H -8.255 -1.715 -1.416 -0.11 -0.17 0.11
H -5.903 -1.191 -0.549 -0.32 0.17 0.10
H -4.282 -2.898 -0.966 0.07 -0.17 -0.16
C 2.193 1.040 -5.214 -1.38 1.10 -0.18
C 2.375 0.902 -6.622 0.06 0.27 0.83
C 2.110 -0.395 -6.910 0.48 -1.26 0.23
N 1.733 -1.029 -5.739 0.01 0.14 -0.20
C 1.701 -0.137 -4.696 1.00 0.06 -0.71
H 2.087 2.036 -4.807 0.27 -0.26 0.64
H 2.605 1.741 -7.257 0.20 -0.28 -0.30
H 2.358 -1.013 -7.759 -0.39 0.19 -0.22
H 1.634 -2.025 -5.657 -0.17 0.00 0.03
H 1.408 -0.418 -3.699 -0.06 -0.02 0.00
C -3.410 2.889 -1.066 1.08 0.06 0.68
C -4.754 2.512 -0.864 0.47 -1.16 -0.71
C -5.065 1.724 -1.961 -0.88 0.42 0.41
N -4.009 1.696 -2.826 0.35 -0.09 0.73
C -2.949 2.349 -2.231 -0.44 0.20 -0.17
H -2.741 3.360 -0.360 -0.21 0.22 0.00
H -5.285 2.564 0.071 -0.35 0.32 -0.19
H -5.997 1.216 -2.158 0.09 -0.01 -0.28
H -3.981 1.174 -3.680 0.02 -0.05 -0.05
H -1.935 2.347 -2.594 -0.15 0.01 -0.36
C 4.350 2.633 3.595 -0.43 1.09 0.85
C 4.754 1.411 3.059 -0.01 -0.89 0.00
C 4.506 1.440 1.726 -0.31 -0.01 -0.87
N 4.072 2.693 1.406 -0.76 0.52 0.86
C 3.893 3.445 2.575 0.55 -1.34 -1.13
H 4.311 2.800 4.662 0.05 0.42 -0.13
H 5.076 0.527 3.579 -0.02 0.14 0.22
H 4.329 0.610 1.056 0.68 0.10 -0.25
H 3.801 3.016 0.493 -0.14 -0.14 -0.16
H 3.368 4.376 2.461 0.32 0.27 0.49
C -4.252 -2.642 5.405 -0.28 0.55 0.11
C -2.944 -2.543 5.983 -0.54 -0.68 -0.73
C -2.070 -2.858 4.974 0.94 -0.15 0.10
N -2.761 -3.056 3.828 -1.64 0.34 -0.53
C -4.110 -2.851 4.050 0.97 -1.00 0.59
H -5.175 -2.620 5.965 -0.06 0.33 -0.16
H -2.691 -2.367 7.013 -0.01 0.03 0.03
H -1.002 -3.003 5.007 0.00 0.16 -0.01
H -2.556 -3.401 2.905 1.22 0.44 0.10
H -4.728 -3.063 3.192 -0.55 0.21 0.36
C 4.117 -1.981 3.143 -1.20 -0.61 0.01
C 3.025 -1.590 3.995 1.20 0.57 -0.70
C 1.958 -2.341 3.620 -1.09 -1.52 0.99
N 2.355 -3.327 2.745 0.21 1.72 -0.02
C 3.625 -3.008 2.364 0.80 -0.31 -0.62
H 5.092 -1.529 3.112 0.05 -0.09 -0.19
H 3.145 -0.765 4.678 -0.63 -0.04 0.14
H 0.924 -2.399 3.928 0.14 0.37 0.39
H 1.747 -4.033 2.335 0.41 0.61 -0.20
H 3.992 -3.382 1.418 0.34 -0.42 0.35